# C18H27Ge2MoN9

C18H27Ge2MoN9 as an isolated structure (wB97M-V/def2-TZVPD, the Open Molecules 2025 dataset).

Each line ends with the Löwdin charge.
Cartesian coordinates (Å):
Mo  1.139  1.438  -0.063  1.532
C  4.591  -1.620  -1.556  -0.118
C  4.189  -0.145  -1.746  -0.343
Ge  3.595  0.633  -0.074  1.170
C  4.642  0.963  1.526  -0.351
C  5.990  0.234  1.500  -0.118
C  1.462  -0.534  0.531  -0.197
C  0.264  -0.406  -0.027  -0.239
Ge  -3.773  -0.579  -0.056  1.410
C  -4.667  0.789  -1.079  -0.285
C  -5.500  0.041  -2.150  -0.103
C  -4.322  -1.657  1.441  -0.292
C  -5.630  -2.372  1.024  -0.097
C  -0.837  -1.375  -0.246  -0.194
C  -1.925  -1.168  -1.158  -0.193
C  -2.765  -2.269  -1.511  -0.094
C  -2.657  -3.489  -0.852  0.015
C  -1.659  -3.645  0.103  0.053
C  -0.758  -2.612  0.388  0.048
H  4.993  -1.981  -2.503  0.108
H  3.742  -2.256  -1.300  0.073
H  5.370  -1.745  -0.805  0.077
H  3.428  -0.011  -2.516  0.072
H  5.055  0.468  -2.023  0.098
H  4.022  0.705  2.388  0.067
H  4.771  2.054  1.532  0.087
H  5.874  -0.848  1.552  0.084
H  6.554  0.545  2.381  0.108
H  6.588  0.493  0.627  0.092
H  1.983  -1.350  1.025  0.105
H  -3.955  1.484  -1.521  0.088
H  -5.302  1.321  -0.365  0.101
H  -4.886  -0.421  -2.922  0.078
H  -6.117  0.793  -2.648  0.119
H  -6.186  -0.697  -1.730  0.086
H  -4.494  -0.960  2.267  0.100
H  -3.529  -2.347  1.725  0.073
H  -6.442  -1.673  0.828  0.093
H  -5.933  -2.989  1.872  0.116
H  -5.505  -3.033  0.166  0.078
H  -1.849  -0.363  -1.888  0.147
H  -3.478  -2.145  -2.324  0.141
H  -3.306  -4.316  -1.115  0.157
H  -1.536  -4.599  0.605  0.157
H  0.037  -2.817  1.094  0.143
N  1.967  4.511  1.086  0.219
C  1.851  3.497  1.968  -0.362
N  2.108  3.547  3.232  0.158
N  1.818  2.308  3.735  0.066
N  1.421  1.483  2.899  0.036
N  1.412  2.182  1.618  -0.179
C  1.595  4.437  -0.236  -0.401
N  1.409  5.411  -1.058  0.166
N  0.927  4.830  -2.201  0.059
N  0.792  3.584  -2.099  -0.006
N  1.242  3.236  -0.805  -0.217
H  2.178  5.434  1.467  0.207

Its HOMO energy is -0.7640 Ha. The net charge is +4. The calculation puts the frontier orbital gap at 5.835 eV. As for the spin multiplicity: 1. As for the relative energy (zero: lowest compared OMol25 entry of this formula, charge and spin): 22.1 kJ/mol.

# C18H27N2O5P2SZn

C18H27N2O5P2SZn as an isolated structure (wB97M-V/def2-TZVPD, the Open Molecules 2025 dataset).

Each line ends with the Löwdin charge.
Cartesian coordinates (Å):
Zn  0.014  -0.187  -0.171  0.470
P  -1.508  -0.967  1.415  0.771
C  -2.737  0.281  1.355  -0.314
C  -2.370  1.460  0.608  -0.362
N  -1.160  1.508  -0.082  -0.028
C  -0.680  2.704  -0.514  -0.347
C  -1.331  3.902  -0.220  -0.050
C  -2.620  3.844  0.332  -0.060
C  -3.204  2.623  0.622  -0.034
C  0.686  2.725  -1.173  -0.275
P  1.036  1.105  -1.990  0.858
H  -4.168  2.502  1.113  0.115
H  -0.835  4.853  -0.501  0.122
H  -3.155  4.758  0.547  0.110
H  0.774  3.515  -1.939  0.104
H  1.523  2.839  -0.452  0.090
H  -3.530  -1.276  -1.084  0.010
H  -3.837  0.003  1.277  0.087
H  -1.380  -1.946  -1.909  0.008
O  -3.426  -1.550  -1.990  -0.045
H  -3.478  -0.745  -2.563  0.083
H  0.404  -2.214  -0.923  0.049
O  -0.563  -2.409  -1.994  -0.008
H  -0.159  -1.905  -2.760  0.120
C  0.154  1.321  -3.599  -0.248
H  0.557  2.215  -4.113  0.059
H  0.296  0.424  -4.232  0.044
H  -0.927  1.461  -3.410  0.052
C  2.804  1.174  -2.422  -0.240
H  3.117  0.186  -2.784  0.050
H  2.997  1.928  -3.196  0.060
H  3.377  1.410  -1.521  0.042
C  -0.866  -0.505  3.053  -0.236
H  -1.763  -0.252  3.643  0.059
H  -0.285  -1.292  3.543  0.039
H  -0.266  0.408  2.964  0.052
C  -2.153  -2.667  1.498  -0.232
H  -1.351  -3.383  1.737  0.032
H  -2.930  -2.723  2.277  0.061
H  -2.614  -2.977  0.547  0.044
O  1.167  -2.879  -0.470  -0.240
S  1.707  -2.512  0.953  0.845
O  0.926  -3.112  2.003  -0.255
N  1.573  -0.912  0.854  -0.220
C  2.631  -0.071  1.209  -0.442
O  2.579  1.170  1.085  0.057
C  3.672  -0.962  1.675  -0.146
C  4.794  -0.560  2.371  0.022
C  5.639  -1.515  2.931  -0.015
C  5.308  -2.883  2.796  -0.027
C  4.151  -3.305  2.112  -0.011
C  3.378  -2.320  1.494  -0.197
H  4.988  0.502  2.439  0.135
H  6.536  -1.205  3.494  0.129
H  5.959  -3.623  3.274  0.122
H  3.887  -4.362  2.035  0.133

Its HOMO energy is -0.3363 Ha. The net charge is +1. The calculation puts the frontier orbital gap at 5.418 eV. As for the spin multiplicity: 1. As for the relative energy (zero: lowest compared OMol25 entry of this formula, charge and spin): 235.6 kJ/mol.

# C18H27N2OS4Tl

C18H27N2OS4Tl as an isolated structure (wB97M-V/def2-TZVPD, the Open Molecules 2025 dataset).

Each line ends with the Löwdin charge.
Cartesian coordinates (Å):
Tl  0.138  -0.088  -0.148  0.685
C  -2.633  -1.324  1.749  -0.471
C  -2.398  -0.060  2.562  -0.449
S  -1.474  1.272  1.720  0.936
C  -0.163  1.688  2.925  -0.468
C  0.668  0.557  3.507  -0.462
S  1.687  -0.315  2.274  0.904
C  1.288  -2.081  2.533  -0.469
C  -0.169  -2.503  2.630  -0.450
S  -1.184  -2.240  1.130  0.912
H  -3.208  -1.114  0.847  0.096
H  -3.207  -2.025  2.355  0.106
H  -1.918  -0.266  3.514  0.075
H  -3.376  0.374  2.776  0.103
H  -0.664  2.222  3.733  0.106
H  0.468  2.400  2.392  0.094
H  0.070  -0.173  4.046  0.072
H  1.367  0.995  4.220  0.103
H  1.793  -2.378  3.452  0.104
H  1.794  -2.579  1.705  0.089
H  -0.684  -2.040  3.469  0.075
H  -0.183  -3.581  2.798  0.102
C  3.183  0.504  -5.957  -0.055
C  2.159  -0.590  -5.672  -0.174
N  2.255  -1.104  -4.296  -0.101
C  3.132  -2.263  -4.074  -0.227
C  4.559  -1.929  -3.632  -0.059
C  1.601  -0.454  -3.336  -0.609
S  1.778  -1.229  -1.704  0.692
N  0.932  0.611  -3.651  0.129
C  0.022  1.362  -3.034  -0.392
O  -0.590  1.077  -1.958  -0.156
C  -0.337  2.624  -3.706  -0.140
C  -1.219  3.509  -3.081  -0.014
C  -1.598  4.676  -3.718  -0.054
C  -1.104  4.966  -4.983  -0.044
C  -0.216  4.098  -5.605  -0.048
C  0.165  2.928  -4.975  -0.004
H  3.019  0.906  -6.956  0.089
H  4.199  0.116  -5.912  0.070
H  3.086  1.316  -5.236  0.073
H  2.320  -1.434  -6.341  0.126
H  1.148  -0.221  -5.826  0.115
H  3.179  -2.804  -5.015  0.125
H  2.657  -2.929  -3.347  0.086
H  5.088  -1.358  -4.392  0.072
H  5.099  -2.862  -3.470  0.090
H  4.580  -1.365  -2.702  0.061
H  -1.603  3.271  -2.099  0.110
H  -2.286  5.355  -3.232  0.113
H  -1.418  5.869  -5.490  0.118
H  0.174  4.330  -6.586  0.116
H  0.847  2.236  -5.447  0.096

Its HOMO energy is -0.5081 Ha. The net charge is +2. The calculation puts the frontier orbital gap at 5.523 eV. As for the spin multiplicity: 1.

# C18H27N3O3S

The molecule C18H27N3O3S (wB97M-V/def2-TZVPD, the Open Molecules 2025 dataset).

Each line ends with the Löwdin charge.
Cartesian coordinates (Å):
C  0.479  5.083  0.295  -0.111
H  0.908  5.895  -0.287  0.090
O  0.168  4.059  -0.615  -0.187
C  -0.390  2.924  0.000  -0.215
C  -0.673  1.880  -1.095  -0.121
N  -0.776  0.532  -0.581  -0.078
C  0.327  -0.263  -0.459  -0.718
N  1.519  0.349  -0.680  0.081
C  2.814  -0.165  -0.765  -0.170
C  3.143  -1.466  -1.113  -0.054
C  4.471  -1.849  -1.203  -0.087
C  5.478  -0.939  -0.958  -0.092
C  5.168  0.374  -0.632  -0.029
C  3.847  0.769  -0.536  -0.202
O  3.427  2.044  -0.229  -0.106
C  4.395  3.057  -0.114  -0.077
H  5.056  2.885  0.742  0.099
H  3.837  3.980  0.041  0.088
H  4.993  3.145  -1.026  0.100
H  5.967  1.076  -0.451  0.102
H  6.514  -1.236  -1.023  0.101
H  4.710  -2.867  -1.467  0.103
H  2.362  -2.179  -1.310  0.043
H  1.546  1.358  -0.619  0.109
S  0.228  -1.869  -0.067  0.767
C  -2.096  0.147  -0.082  -0.314
C  -2.113  -0.196  1.410  -0.131
H  -1.691  0.626  1.990  0.121
H  -1.520  -1.091  1.593  0.068
C  -3.556  -0.455  1.844  -0.134
N  -4.133  -1.521  1.055  -0.066
C  -4.427  -2.704  1.652  -0.498
O  -4.343  -2.843  2.857  0.046
C  -4.893  -3.829  0.752  0.003
H  -4.122  -4.083  0.028  0.083
H  -5.088  -4.695  1.378  0.084
H  -5.808  -3.558  0.230  0.082
C  -4.155  -1.235  -0.358  -0.149
H  -4.619  -2.050  -0.909  0.110
C  -2.737  -0.993  -0.881  -0.136
H  -2.144  -1.898  -0.760  0.050
H  -2.768  -0.735  -1.940  0.123
H  -4.760  -0.330  -0.513  0.128
H  -3.592  -0.765  2.890  0.121
H  -4.159  0.453  1.715  0.128
H  -2.726  1.035  -0.216  0.142
H  0.117  1.946  -1.847  0.133
H  -1.607  2.133  -1.603  0.132
H  0.309  2.513  0.747  0.129
H  -1.318  3.191  0.531  0.129
H  -0.418  5.439  0.816  0.090
H  1.206  4.740  1.043  0.087

Its HOMO energy is -0.2899 Ha. The net charge is 0. The calculation puts the frontier orbital gap at 8.466 eV. As for the spin multiplicity: 1. Its structure (SMILES) is COCCN(C(=S)Nc1ccccc1OC)C1CCN(C(C)=O)CC1. As for the relative energy (zero: lowest compared OMol25 entry of this formula, charge and spin): 167.6 kJ/mol.

Q: Which LUMO level values were calculated for the entries above? A: -14.953, -3.733, -8.303, 0.579, in eV.
Q: Which largest force on an atom values were calculated for the entries above? A: 0.86, 3.83, 1.27, 0.90, in eV/Å.